--- A ---
Molecular formula: C7H17N3
Method: DFT, wB97M-V/def2-TZVPD

Cartesian coordinates (Å):
C  -0.74439  1.26637  -0.74312
C  -1.66743  1.64998  -1.86213
C  -0.48368  -1.72376  -1.87710
C  -0.89949  -0.85854  -0.73206
N  -1.01845  1.82483  0.45842
C  -1.56157  -1.27866  0.33202
H  0.08273  0.45575  -0.84641
H  -1.98756  1.99469  0.71145
H  -0.36865  1.67871  1.22848
H  -1.49843  2.69899  -2.12037
H  -2.72442  1.54938  -1.58317
H  -1.48819  1.04802  -2.75106
H  0.60598  -1.73095  -1.96750
H  -0.87856  -1.33725  -2.82085
H  -0.82640  -2.76006  -1.76779
H  -1.93155  -2.29868  0.43986
H  -1.84859  -0.59648  1.13042
N  1.24484  1.27657  2.48369
N  2.36261  -1.42838  0.17538
C  1.46146  -0.01294  1.92620
C  2.38748  -0.30055  1.01173
H  1.99355  1.92486  2.26775
H  1.10491  1.25066  3.48744
H  1.59537  -2.05784  0.37266
H  3.24219  -1.92432  0.11901
H  0.67415  -0.72330  2.14908
H  3.17209  0.41289  0.77796

## Properties
2S+1: 1
Orbital gap (eV): 7.777

Here are the Mulliken charges for atoms 1 to 2, given in e: number 1, C, carries 0.128; number 2, C, carries -1.190

--- B ---
Molecular formula: C7H17N3
Method: DFT, wB97M-V/def2-TZVPD

Cartesian coordinates (Å):
C  0.84796  0.64461  2.25230
C  0.33814  0.17212  0.91536
N  0.19250  -1.07905  0.84484
N  -0.28586  -1.68423  -0.36704
C  0.62089  -2.76826  -0.69570
C  -1.63332  -2.16313  -0.12380
C  -0.01223  1.28889  -0.20057
C  1.21333  2.21615  -0.31398
C  -0.33256  0.75842  -1.59737
N  -1.18886  1.97748  0.29247
H  1.86068  1.03505  2.15513
H  0.21513  1.42982  2.65864
H  0.85979  -0.19400  2.94293
H  1.61453  -2.35352  -0.85950
H  0.68460  -3.52343  0.10182
H  0.27583  -3.24012  -1.61613
H  -1.67680  -2.90543  0.68075
H  -2.00740  -2.60554  -1.04273
H  -2.26504  -1.31956  0.14698
H  2.10722  1.64417  -0.56778
H  1.04424  2.95086  -1.10722
H  1.39022  2.75239  0.61550
H  -0.44818  1.59917  -2.28706
H  0.46728  0.12173  -1.95944
H  -1.26517  0.20591  -1.59909
H  -0.99953  2.48180  1.15044
H  -1.61741  2.55770  -0.41974

## Properties
2S+1: 1
Orbital gap (eV): 8.708

Here are the Mulliken charges for atoms 1 to 2, given in e: number 1, C, carries -1.383; number 2, C, carries 0.316

Stability, highest: B